# C61H42F11FeN2O7S8

A structure of composition C61H42F11FeN2O7S8 in a non-equilibrium geometry (the ωB97M-V functional and the def2-TZVPD basis, the Open Molecules 2025 dataset).

Calculated values
* net charge: -1
* F_max: 0.045 hartree/bohr
* spin multiplicity: 5
* HOMO level (spin up / spin down): -5.27 / -5.29 eV
* <S²>: 6.01

XYZ file:
```
132
Properties=species:S:1:pos:R:3:mulliken_charge:R:1
Fe 0.57804 0.52617 -1.05651 1.221
S -2.17906 -0.77613 -0.63121 2.572
S 3.34054 3.15177 0.60789 0.385
S -2.21886 2.82857 -1.52651 2.211
S 0.16184 4.08267 -0.98361 1.132
S 0.27264 0.28727 -3.31571 1.478
S 5.16954 2.12447 -2.27671 -0.173
S 5.30174 -1.63713 -1.15041 -0.145
S -0.12786 0.18877 1.64269 1.971
F 1.67544 2.36597 -5.03991 -0.318
F 1.73234 2.43237 -7.74771 -0.334
F -1.15416 -1.43103 -5.21911 -0.172
F 0.36314 0.58007 -9.20831 -0.330
F -1.11366 -1.33763 -7.91661 -0.328
F 1.65554 5.90177 -2.25611 -0.287
F -3.27166 3.73117 -3.71771 -0.244
F 2.22854 3.86527 -2.64151 -0.026
F -3.20916 1.58987 -3.78371 -0.193
F 0.48714 4.70057 -3.59981 -0.234
F -1.40776 2.72767 -4.08041 -0.058
O -1.52106 1.66767 -1.03801 -1.170
O -0.77986 -1.11533 1.89099 -0.711
O -3.06506 -0.42243 -1.74751 -0.966
O -3.52506 3.08047 -1.02081 -0.793
O 0.72114 2.78327 -0.70851 -0.547
O 0.38594 5.08687 0.00759 -0.811
O 2.39054 0.47357 -0.14931 1.172
N -1.30656 4.10877 -1.53621 -0.876
N 1.12214 -1.95503 -1.00501 2.445
C -0.44946 -0.45933 -5.82071 -0.849
C -5.68096 -1.18973 5.19809 -0.717
C 0.98064 1.44707 -5.72521 -0.379
C 4.13614 0.66097 -4.10271 -1.552
C -0.98106 2.75167 1.70489 -0.796
C 1.72714 2.00197 7.16849 -1.619
C -0.73656 -6.57033 -1.81071 -1.862
C -3.25616 3.52947 1.74899 1.133
C 0.10294 0.79067 5.67719 -1.240
C -2.54236 2.66077 -3.37901 0.199
C -4.94626 -2.54893 1.81709 -1.448
C -0.43156 -0.42263 -7.20101 -0.018
C -1.91846 -3.00023 -2.21961 -0.807
C 2.45544 -4.41673 -1.00391 1.581
C -5.53906 4.31367 1.68319 -0.739
C 4.27534 1.69907 0.53339 -1.576
C 1.26564 1.53877 5.81869 1.276
C -3.71596 2.19087 1.67309 0.934
C -4.85806 -0.05483 5.20469 -1.048
C -3.35356 -0.23903 1.80009 -0.747
C 4.43324 3.80717 1.76979 -0.855
C 0.43064 0.68977 3.31209 -1.147
C -1.86806 3.78427 1.76369 -0.941
C -1.57326 -4.30783 -2.50471 -0.778
C 1.60054 1.41717 3.43299 0.485
C 2.01174 1.84157 4.68329 -1.068
C 4.34524 -1.37733 1.20239 -0.098
C 5.00574 1.68617 -3.93311 -0.744
C -4.13196 -0.55053 2.95439 1.143
C -2.77336 1.11767 1.70449 -0.264
C 1.18444 4.66947 -2.46791 0.495
C -4.11066 0.26407 4.10609 -0.736
C -4.20016 4.57357 1.77669 -1.042
C 5.43944 2.95117 2.08529 -0.867
C 0.31054 0.55327 -7.86161 0.726
C -3.31056 -1.13693 0.76369 0.117
C -5.98746 2.99557 1.52669 -0.915
C 5.03314 -2.61063 1.19899 -1.191
C -1.00396 -4.66093 -0.20801 -0.659
C -4.12226 -2.27803 0.76139 -0.785
C -4.94036 -1.71763 2.95849 0.962
C 3.74094 0.59157 -0.35221 3.371
C -1.43786 1.42327 1.69719 0.898
C -5.09776 1.95977 1.52169 -0.768
C -0.31516 0.36217 4.42939 -0.606
C -5.72526 -1.99873 4.09549 -0.937
C 2.19494 -3.72603 0.17409 -1.638
C 0.26394 0.45747 -5.02661 -0.115
C 3.14024 -5.74723 -0.98761 -1.755
C 4.40844 -0.72473 0.01039 -0.880
C -1.11326 -5.15283 -1.50141 1.155
C 1.01254 1.49197 -7.10831 0.151
C 3.59164 0.20527 -2.88181 -0.068
C 5.34844 1.73607 1.37229 -0.570
C 1.36024 -2.61303 -2.13021 -0.396
C -1.80306 -2.52883 -0.92561 -0.414
C 1.54864 -2.50403 0.12469 0.333
C 2.03624 -3.82003 -2.18331 -2.131
C -1.34426 -3.35403 0.08619 -0.242
C 5.60714 -2.88373 -0.00001 -0.367
C 4.06024 0.89187 -1.80271 -1.112
H -0.48636 -7.10483 -0.89771 0.361
H 1.82254 3.08617 7.18989 0.348
H -6.25786 5.12077 1.69639 0.375
H 4.12624 -5.65293 -0.53561 0.304
H 6.18554 -3.74043 -0.28641 0.570
H -1.65986 -4.67433 -3.51661 0.430
H -1.55646 -7.08933 -2.30391 0.443
H 0.07964 2.94267 1.68319 0.432
H 2.92394 2.41107 4.78239 0.562
H 2.17994 1.64147 2.55149 0.124
H 2.70504 1.57907 7.39599 0.335
H -1.51076 4.80107 1.78739 0.312
H -0.48576 0.54127 6.54909 0.352
H 1.02824 1.70557 7.94699 0.345
H 2.88964 -0.60423 -2.79011 1.066
H -5.59676 -3.41183 1.79519 0.379
H 3.82134 -0.98323 2.05389 0.629
H -5.44816 0.95057 1.36819 0.458
H 0.97774 -2.15503 -3.03141 0.234
H -6.28206 -1.41723 6.06619 0.388
H -6.35736 -2.87503 4.08209 0.469
H 0.12424 -6.59243 -2.47641 0.285
H -1.24166 -2.97143 1.08739 0.574
H 1.34344 -1.95073 1.02579 -0.735
H 6.05134 0.92727 1.47129 0.629
H 2.22624 -4.29173 -3.13521 0.418
H -7.04206 2.79797 1.39499 0.416
H 2.56334 -6.45713 -0.39571 0.340
H 5.56404 2.22127 -4.67461 0.436
H -4.82136 0.57227 6.08369 0.450
H -3.48916 1.14677 4.10819 0.591
H 2.48714 -4.14693 1.12329 0.311
H -0.64946 -5.30723 0.58289 0.249
H 6.21194 3.16767 2.80059 0.447
H 4.26034 4.79337 2.15189 0.538
H 5.10304 -3.25973 2.05369 0.438
H 3.89374 0.23317 -5.05971 0.547
H -4.10296 -2.92253 -0.10431 0.714
H -2.27466 -2.32543 -2.98171 0.614
H 3.25264 -6.13683 -1.99651 0.392
H -1.21156 -0.22713 4.30739 0.596
H -3.83756 5.58787 1.85209 0.489
```